75
Properties=species:S:1:pos:R:3 method="wB97M-V/def2-TZVPD" de_lowest_kcal_mol=0.00 multiplicity=6 lumo_energy_ev="-2.39 / -5.45" homo_energy_ev="-9.948 / -10.643" orbital_gap_ev="7.560 / 5.194" charge=+1
Ru -0.13 -0.43 0.17
C 8.51 0.10 -2.25
C 7.04 0.13 -1.94
C 6.15 0.80 -2.78
C 4.80 0.85 -2.51
C 3.89 1.60 -3.47
C 4.31 0.22 -1.34
C 2.90 0.33 -1.04
O 2.36 -0.06 -0.02
C 5.20 -0.47 -0.48
C 4.75 -1.18 0.77
C 6.54 -0.50 -0.81
H 8.73 0.55 -3.21
H 8.88 -0.93 -2.26
H 9.07 0.63 -1.48
H 6.53 1.29 -3.67
H 4.47 1.95 -4.32
H 3.44 2.47 -3.00
H 3.09 0.97 -3.85
H 2.28 0.82 -1.80
H 3.93 -1.88 0.57
H 4.37 -0.47 1.52
H 5.58 -1.73 1.21
H 7.23 -1.03 -0.16
C -3.25 -1.67 3.29
As -3.56 -0.60 1.72
C -3.20 1.24 2.13
C -5.45 -0.71 1.39
S -2.51 -1.32 0.03
H -3.74 -1.22 4.15
H -2.18 -1.74 3.46
H -3.66 -2.66 3.11
H -3.58 1.49 3.12
H -3.67 1.86 1.37
H -2.13 1.41 2.09
H -6.00 -0.34 2.25
H -5.71 -1.74 1.19
H -5.68 -0.10 0.52
C -0.06 -0.34 4.99
O -0.37 -0.40 3.58
P 0.75 -0.67 2.46
O 1.37 -2.10 2.77
C 2.44 -2.39 3.70
O 1.96 0.28 2.90
C 1.95 1.68 2.53
H -0.20 -1.32 5.44
H -0.76 0.37 5.44
H 0.96 0.00 5.15
H 2.85 -3.34 3.40
H 2.04 -2.46 4.71
H 3.21 -1.62 3.65
H 2.96 1.94 2.24
H 1.63 2.27 3.38
H 1.28 1.86 1.68
S -2.24 3.67 -0.20
C -1.24 2.43 -0.28
N -0.49 1.50 -0.33
S -0.54 -6.97 1.03
C -0.17 -5.73 0.05
S -0.24 -4.04 0.48
C 0.22 -3.60 -1.14
N 0.43 -4.67 -1.93
N 0.23 -5.80 -1.28
C 0.37 -7.02 -2.03
C 1.15 -8.05 -1.53
C 1.27 -9.21 -2.28
C 0.63 -9.32 -3.50
C -0.13 -8.28 -4.00
C -0.27 -7.11 -3.26
S 0.41 -2.06 -1.73
H 1.65 -7.95 -0.57
H 1.88 -10.02 -1.90
H 0.73 -10.23 -4.08
H -0.63 -8.36 -4.95
H -0.86 -6.28 -3.62